Record 1
Molecular formula: C28H41BaN5OPTe
Method: DFT, ωB97M-V/def2-TZVPD

Geometry as ORCA input:
```
! RIJCOSX wB97M-V def2-TZVPD def2/J DEFGRID3
* xyz 0 2
Ba -0.56 -3.56 -1.45
C -2.67 -3.77 -3.30
H -2.81 -2.68 -3.50
H -3.61 -4.17 -2.88
H -2.51 -4.26 -4.27
C -4.33 2.35 -2.28
N -3.37 1.52 -1.43
C -2.14 2.36 -1.10
N -1.57 2.96 -2.26
C -2.56 3.70 -3.03
N -3.67 2.85 -3.43
C -3.21 1.75 -4.33
P -1.88 0.51 -3.61
C -2.99 0.25 -2.14
C -0.84 1.98 -3.08
H -4.69 3.17 -1.66
H -5.17 1.71 -2.56
H -3.81 1.27 -0.55
H -1.42 1.69 -0.63
H -2.46 3.13 -0.39
H -2.09 4.11 -3.91
H -2.94 4.52 -2.42
H -2.79 2.22 -5.23
H -4.09 1.19 -4.65
H -2.51 -0.38 -1.41
H -3.90 -0.23 -2.49
H -0.50 2.48 -3.99
H 0.04 1.65 -2.53
C -3.62 -2.73 0.44
C -2.13 -2.50 0.58
O -1.37 -3.56 0.63
N -1.66 -1.28 0.58
Te 0.48 -1.58 0.97
C 2.29 -1.97 2.33
C 3.10 -3.04 1.94
C 2.73 -3.94 0.77
C 4.27 -3.30 2.65
C 4.64 -2.54 3.75
C 5.92 -2.82 4.50
C 3.78 -1.53 4.17
C 2.60 -1.24 3.49
C 1.68 -0.18 4.03
C 0.89 0.51 0.84
C 2.03 0.89 0.10
C 3.01 -0.12 -0.47
C 2.29 2.24 -0.13
C 1.45 3.23 0.36
C 1.69 4.69 0.03
C 0.38 2.85 1.16
C 0.08 1.52 1.41
C -1.12 1.23 2.28
H -3.90 -3.60 1.04
H -3.87 -2.93 -0.60
H -4.18 -1.86 0.79
H 1.68 -4.25 0.85
H 3.35 -4.83 0.77
H 2.87 -3.42 -0.18
H 4.90 -4.13 2.33
H 6.54 -3.54 3.97
H 5.71 -3.22 5.49
H 6.50 -1.90 4.63
H 4.02 -0.96 5.06
H 1.91 0.04 5.07
H 0.64 -0.52 3.97
H 1.76 0.75 3.46
H 3.38 -0.78 0.32
H 3.86 0.39 -0.92
H 2.53 -0.73 -1.23
H 3.16 2.52 -0.72
H 2.57 4.81 -0.60
H 1.83 5.28 0.94
H 0.82 5.10 -0.50
H -0.25 3.62 1.59
H -1.73 2.13 2.41
H -0.80 0.91 3.28
H -1.73 0.43 1.87
N 0.42 -1.66 -2.55
C -0.36 -0.80 -2.45
*
```

Output
Kohn-Sham gap (alpha / beta)	5.8 / 5.4	eV
highest occupied orbital energy (alpha / beta)	-5.865 / -5.864	eV
energy above the lowest of the compared OMol25 structures with the same formula, charge and spin	0.0	kcal/mol

These are the Löwdin partial charges, in e, on atoms 1 to 5: Ba 1.7828; C -0.4043; H -0.1171; H -0.1060; H -0.1039

Record 2
Molecular formula: C28H41BrClN6O12
Method: DFT, ωB97M-V/def2-TZVPD

Geometry as ORCA input:
```
! RIJCOSX wB97M-V def2-TZVPD def2/J DEFGRID3
* xyz 0 2
C 0.26 -2.92 0.06
C -0.97 -2.12 -0.29
N -0.70 -0.64 -0.13
C 0.18 0.06 -0.94
C 0.01 1.41 -0.58
N -1.00 1.51 0.37
C -1.45 0.23 0.60
C -1.45 2.70 1.07
H 0.99 -2.84 -0.76
H 0.01 -3.97 0.25
H 0.60 -2.61 1.04
H -1.79 -2.36 0.39
H -1.32 -2.29 -1.31
H 0.74 -0.39 -1.74
H 0.45 2.30 -1.00
H -2.30 0.02 1.22
H -0.57 3.09 1.60
H -2.27 2.35 1.69
H -1.90 3.45 0.42
Cl 1.01 -0.25 3.72
O 1.79 0.22 4.87
O 1.39 -1.60 3.50
O -0.40 -0.17 3.98
O 1.33 0.54 2.58
Br -4.24 -0.74 3.32
C 1.77 -4.42 -4.54
N 0.79 -3.82 -3.60
O 0.05 -4.59 -2.99
O 0.95 -2.65 -3.28
H 2.47 -5.05 -3.99
H 2.33 -3.61 -5.00
H 1.37 -5.07 -5.33
C 0.81 6.44 -1.76
N -0.63 5.98 -1.94
O -1.55 6.77 -2.00
O -0.79 4.77 -2.09
H 0.84 7.50 -2.01
H 1.43 5.83 -2.41
H 1.05 6.38 -0.70
C 1.38 3.97 3.86
N 2.17 3.84 5.13
O 2.03 2.78 5.75
O 2.95 4.75 5.42
H 0.55 3.28 3.99
H 2.03 3.82 3.00
H 1.05 5.01 3.83
C 4.05 0.35 0.24
N 4.94 1.00 -0.82
O 5.42 2.11 -0.57
O 4.97 0.53 -1.99
H 3.33 -0.21 -0.36
H 3.60 1.15 0.82
H 4.78 -0.30 0.73
C 3.48 -3.59 -1.10
C 4.46 -2.95 -1.79
C 5.64 -2.59 -1.15
C 5.80 -2.81 0.21
C 4.79 -3.42 0.93
C 3.63 -3.80 0.29
H 2.62 -3.88 -1.69
H 4.38 -2.73 -2.85
H 6.40 -2.08 -1.72
H 6.62 -2.36 0.75
H 4.89 -3.65 1.98
H 2.95 -4.38 0.90
C -4.21 -3.57 0.27
C -4.46 -3.19 -1.07
C -3.79 -3.75 -2.13
C -2.93 -4.81 -1.89
C -2.65 -5.21 -0.59
C -3.22 -4.58 0.53
H -4.87 -3.13 1.00
H -5.10 -2.35 -1.29
H -3.90 -3.42 -3.16
H -2.48 -5.30 -2.74
H -1.90 -5.95 -0.34
H -2.91 -4.74 1.55
C -4.29 5.08 -0.28
C -4.39 3.90 -1.04
C -4.70 2.71 -0.46
C -5.01 2.65 0.91
C -4.89 3.86 1.65
C -4.54 5.04 1.07
H -4.09 6.04 -0.73
H -4.23 4.03 -2.10
H -4.69 1.83 -1.09
H -5.22 1.72 1.42
H -5.20 3.90 2.69
H -4.55 5.91 1.71
*
```

Output
Kohn-Sham gap (alpha / beta)	7.7 / 4.5	eV
highest occupied orbital energy (alpha / beta)	-8.528 / -8.526	eV

These are the Löwdin partial charges, in e, on atoms 1 to 5: C -0.0552; C -0.1383; N -0.0142; C 0.0096; C 0.0018

Record 3
Molecular formula: C28H41Cl2FO21
Method: DFT, ωB97M-V/def2-TZVPD

Geometry as ORCA input:
```
! RIJCOSX wB97M-V def2-TZVPD def2/J DEFGRID3
* xyz 0 1
O 9.09 -14.19 -5.65
C 8.85 -13.68 -6.73
O 7.53 -13.36 -7.22
C 7.61 -13.16 -8.58
C 9.10 -12.74 -8.85
F 9.38 -11.48 -8.51
O 9.72 -13.38 -7.67
H 7.45 -14.09 -9.14
H 6.85 -12.44 -8.87
H 9.44 -12.93 -9.87
C 10.76 -17.67 1.02
C 9.94 -17.17 2.21
C 10.54 -17.56 3.58
O 10.79 -16.32 4.24
C 10.51 -15.30 3.47
O 10.88 -14.17 3.77
O 10.01 -15.70 2.26
H 10.86 -18.72 1.26
H 11.75 -17.21 1.06
H 10.24 -17.57 0.07
H 8.91 -17.46 2.01
H 11.45 -18.14 3.49
H 9.79 -18.19 4.06
C 4.20 -19.27 -9.49
C 4.90 -19.04 -8.21
C 4.99 -20.40 -7.50
O 6.15 -20.23 -6.62
C 6.92 -19.32 -7.13
O 8.01 -18.96 -6.72
O 6.31 -18.82 -8.33
H 4.71 -20.04 -10.06
H 4.25 -18.34 -10.06
H 3.16 -19.48 -9.23
H 4.61 -18.23 -7.53
H 5.01 -21.25 -8.18
H 4.14 -20.60 -6.85
C 5.40 -19.05 6.69
C 5.05 -20.56 6.35
C 5.93 -21.63 6.88
O 5.09 -22.37 7.66
C 3.88 -21.82 7.82
O 3.03 -22.32 8.58
O 3.78 -20.76 6.94
H 4.99 -18.37 5.95
H 6.46 -18.80 6.73
H 5.15 -18.71 7.70
H 4.93 -20.66 5.28
H 6.73 -21.30 7.54
H 6.38 -22.27 6.12
C 2.95 -7.99 0.02
C 1.49 -7.58 0.20
C 0.58 -8.34 -0.77
O -0.55 -8.52 0.16
C -0.21 -8.32 1.39
O -1.00 -8.51 2.39
O 1.14 -7.98 1.41
H 3.27 -7.71 -0.98
H 3.24 -8.97 0.41
H 3.55 -7.23 0.53
H 1.31 -6.52 0.02
H 0.87 -9.35 -1.05
H 0.21 -7.85 -1.67
C 3.69 -13.93 -1.23
C 3.63 -15.29 -1.91
C 4.96 -15.87 -2.37
O 5.21 -17.00 -1.58
C 4.09 -17.11 -0.71
O 4.00 -17.98 0.17
O 3.15 -16.24 -1.08
H 4.12 -13.13 -1.83
H 4.22 -13.82 -0.28
H 2.69 -13.49 -1.12
H 2.92 -15.05 -2.70
H 5.71 -15.09 -2.27
H 4.89 -16.24 -3.39
C 1.42 -14.70 3.86
C 0.63 -14.23 5.09
C 0.10 -12.78 4.90
O -1.18 -12.85 5.37
C -1.57 -14.25 5.52
O -2.58 -14.69 6.12
O -0.56 -15.04 5.04
H 1.64 -15.73 4.10
H 2.35 -14.13 3.88
H 0.83 -14.73 2.94
H 1.18 -14.29 6.03
H 0.10 -12.59 3.83
H 0.66 -11.98 5.39
Cl -0.62 -16.63 -6.13
C -2.02 -15.64 -5.67
Cl -1.45 -14.23 -4.78
H -2.56 -15.47 -6.60
H -2.68 -16.31 -5.13
*
```

Output
Kohn-Sham gap	10.4	eV
SMILES string	O=C1OC[C@@H](F)O1.C[C@H]1COC(=O)O1.C[C@H]1COC(=O)O1.C[C@H]1COC(=O)O1.C[C@H]1COC(=O)O1.C[C@H]1COC(=O)O1.C[C@H]1COC(=O)O1.ClCCl
highest occupied orbital energy	-10.667	eV
energy above the lowest of the compared OMol25 structures with the same formula, charge and spin	111.4	kcal/mol

These are the Löwdin partial charges, in e, on atoms 1 to 5: O 0.1412; C -0.4711; O 0.0282; C -0.1184; C -0.2200

Record 4
Molecular formula: C28H41F16N4O4
Method: DFT, ωB97M-V/def2-TZVPD

Geometry as ORCA input:
```
! RIJCOSX wB97M-V def2-TZVPD def2/J DEFGRID3
* xyz 1 1
C 3.40 0.09 5.07
C 3.61 1.61 5.01
C 4.20 2.08 3.68
O 3.63 1.43 2.54
C 2.30 1.69 2.34
N 2.02 3.12 1.99
C 1.60 3.36 0.70
N 2.48 3.75 -0.30
N 3.82 3.47 0.04
C 4.63 4.64 0.38
C 5.19 5.40 -0.82
N 0.36 3.21 0.32
C -0.79 2.87 1.15
O -1.76 3.82 0.82
C -3.02 3.48 1.35
C -3.84 2.73 0.53
C -5.10 2.33 0.97
C -6.02 1.54 0.07
C -5.48 2.70 2.26
C -4.64 3.45 3.07
C -3.38 3.89 2.65
C -2.48 4.69 3.60
C -1.54 5.70 2.91
C -3.32 5.45 4.64
H 4.04 -0.44 4.36
H 3.61 -0.29 6.07
H 2.37 -0.19 4.84
H 4.29 1.93 5.80
H 2.65 2.11 5.18
H 4.09 3.16 3.56
H 5.26 1.84 3.64
H 1.98 1.06 1.50
H 1.68 1.44 3.21
H 1.39 3.56 2.65
H 2.32 4.73 -0.55
H 4.21 2.96 -0.74
H 4.02 5.30 1.01
H 5.45 4.29 1.02
H 5.59 4.70 -1.56
H 5.97 6.09 -0.52
H 4.41 5.99 -1.31
H 0.14 3.39 -0.65
H -0.52 2.93 2.21
H -1.10 1.85 0.89
H -3.50 2.47 -0.47
H -5.45 0.89 -0.60
H -6.70 0.91 0.64
H -6.62 2.21 -0.55
H -6.45 2.39 2.64
H -5.00 3.70 4.05
H -1.88 3.96 4.16
H -1.16 6.40 3.65
H -2.06 6.24 2.12
H -0.67 5.22 2.46
H -3.87 4.79 5.31
H -2.64 6.04 5.27
H -4.01 6.14 4.15
C -0.62 -2.94 -1.50
C -0.68 -4.38 -0.96
C -1.87 -4.74 -0.06
F -1.85 -4.00 1.06
F -1.77 -6.04 0.28
F 0.47 -4.70 -0.35
F -0.81 -5.16 -2.07
O 0.24 -2.06 -0.79
C -0.18 -1.30 0.25
C 0.63 -1.58 1.53
F 0.47 -2.85 1.91
F 0.16 -0.76 2.50
F -1.50 -1.39 0.47
F 0.08 0.01 -0.06
H -0.16 -3.03 -2.48
H -1.61 -2.52 -1.63
H -2.81 -4.58 -0.59
H 1.69 -1.37 1.36
C 0.69 -7.76 -5.30
C 0.60 -6.23 -5.29
C -0.79 -5.60 -5.43
F -1.34 -5.89 -6.63
F -0.67 -4.25 -5.33
F 1.44 -5.71 -6.20
F 1.01 -5.83 -4.05
O 1.05 -8.37 -6.52
C 0.12 -8.76 -7.43
C 0.35 -8.09 -8.79
F 0.29 -6.74 -8.66
F -0.61 -8.48 -9.65
F -1.14 -8.55 -7.00
F 0.27 -10.09 -7.64
H 1.51 -7.99 -4.62
H -0.22 -8.20 -4.87
H -1.45 -5.95 -4.63
H 1.33 -8.37 -9.18
*
```

Output
Kohn-Sham gap	8.1	eV
highest occupied orbital energy	-11.313	eV

These are the Löwdin partial charges, in e, on atoms 1 to 5: C -0.0867; C -0.2233; C -0.2085; O -0.1178; C -0.2121

Record 5
Molecular formula: C28H41Ge2NNiO5
Method: DFT, ωB97M-V/def2-TZVPD

Geometry as ORCA input:
```
! RIJCOSX wB97M-V def2-TZVPD def2/J DEFGRID3
* xyz 0 1
Ni 0.18 0.81 1.45
N -0.92 1.80 2.87
C -1.58 1.01 3.94
C -0.65 -0.06 4.50
C -0.55 -1.24 3.56
O -0.87 -2.36 3.93
O -0.14 -0.95 2.36
H -0.14 2.32 3.27
H -1.57 2.47 2.48
H -2.47 0.56 3.53
H -1.89 1.68 4.75
H -1.02 -0.42 5.46
H 0.34 0.38 4.64
C 4.94 -0.08 -3.33
O 5.63 -0.03 -2.09
C 4.90 0.18 -0.97
C 5.64 0.25 0.23
C 4.97 0.45 1.39
C 3.56 0.62 1.45
C 2.90 0.90 2.70
C 3.55 0.62 4.03
O 1.74 1.34 2.74
C 2.82 0.54 0.24
O 1.53 0.62 0.13
C 3.53 0.32 -0.97
H 5.71 -0.23 -4.09
H 4.40 0.85 -3.52
H 4.24 -0.92 -3.36
H 6.71 0.14 0.19
H 5.55 0.51 2.30
H 4.63 0.54 4.00
H 3.15 -0.34 4.37
H 3.25 1.39 4.74
H 2.93 0.25 -1.87
C -3.60 1.78 0.71
C -2.58 2.83 0.29
Ge -0.84 2.06 -0.26
C 0.26 3.60 -0.78
C 1.36 3.28 -1.79
C -1.32 1.05 -1.83
C -1.62 -0.24 -1.70
Ge -1.06 -1.07 0.02
C -2.54 -1.84 1.02
C -3.47 -2.81 0.29
C 0.55 -2.18 -0.14
C 0.44 -3.52 -0.88
C -2.33 -1.00 -2.78
C -3.09 -0.31 -3.73
C -3.75 -0.99 -4.75
C -3.67 -2.37 -4.83
C -2.94 -3.07 -3.88
C -2.29 -2.38 -2.87
H -4.57 2.22 0.96
H -3.27 1.21 1.59
H -3.77 1.05 -0.08
H -2.42 3.59 1.06
H -2.93 3.37 -0.60
H 0.69 4.07 0.11
H -0.47 4.31 -1.19
H 2.17 2.71 -1.33
H 1.79 4.19 -2.22
H 0.98 2.67 -2.62
H -1.51 1.57 -2.77
H -3.13 -0.99 1.40
H -2.07 -2.31 1.88
H -3.97 -2.37 -0.57
H -4.24 -3.15 0.98
H -2.94 -3.70 -0.05
H 0.84 -2.34 0.89
H 1.31 -1.55 -0.61
H -0.34 -4.16 -0.48
H 1.38 -4.06 -0.77
H 0.28 -3.40 -1.95
H -3.19 0.76 -3.67
H -4.33 -0.43 -5.47
H -4.19 -2.90 -5.62
H -2.89 -4.15 -3.92
H -1.74 -2.95 -2.14
*
```

Output
Kohn-Sham gap (alpha / beta)	7.8 / 7.6	eV
highest occupied orbital energy (alpha / beta)	-8.030 / -7.747	eV

These are the Löwdin partial charges, in e, on atoms 1 to 5: Ni 0.3355; N -0.0016; C -0.1899; C -0.0931; C -0.6309

In eV/Å, the max |F| values for the records above are, in order, 3.825, 3.787, 6.532, 0.991, 0.654.